C3H11N | ωB97M-V with the def2-TZVPD basis set

Cartesian coordinates (Å):
C1 -2.33861 -0.92157 -1.36526
C2 -1.85997 -0.80591 0.11882
H1 -3.39923 -1.17559 -1.50301
H2 -1.79444 -1.82385 -1.96477
H3 -2.19355 -0.03901 -1.88440
H4 -2.40967 0.03951 0.58396
H5 -1.93317 -1.80501 0.57078
H6 -0.73077 -0.26530 0.18152
C3 2.55731 1.13614 0.23769
N1 2.34052 0.68785 1.56323
H7 3.52816 1.40241 -0.16097
H8 2.09959 2.16889 0.17401
H9 2.23907 0.37256 -0.50242
H10 2.29080 -0.22797 1.97664
H11 1.60396 1.25685 1.97418

Computed properties:
- Orbital gap: 9.70 eV
- SMILES: CC.CN

Here are the natural (NBO) charges for atoms 1 to 4, given in e: number 1, C, carries -0.6012; number 2, C, carries -0.6170; number 3, H, carries 0.2029; number 4, H, carries 0.1910


C38H102N2O12 | ωB97M-V with the def2-TZVPD basis set

Cartesian coordinates (Å):
C1 3.61528 4.96922 3.30922
C2 4.59059 3.94413 2.65459
C3 3.91968 2.61884 2.47660
O1 4.90511 4.40234 1.36289
H1 4.10705 5.93719 3.40560
H2 3.35299 4.71806 4.33695
H3 2.71623 5.07894 2.70279
H4 5.54498 3.79847 3.16057
H5 3.10113 2.61984 1.75683
H6 3.48663 2.22207 3.39482
H7 4.63941 1.96496 1.98412
H8 4.08246 4.53132 0.88517
C4 5.88567 1.81739 -0.94751
C5 5.04202 1.11051 -2.03495
C6 3.72579 1.87579 -2.36803
O2 5.76354 0.94652 -3.23265
H9 6.92483 1.49124 -0.99066
H10 5.50031 1.53474 0.03214
H11 5.89912 2.90261 -1.04859
H12 4.79252 0.12180 -1.64986
H13 2.97530 1.37402 -2.97885
H14 3.90467 2.80066 -2.91641
H15 3.20662 2.05130 -1.42582
H16 6.31406 0.16135 -3.18753
C7 3.57088 -0.72103 4.34510
C8 2.31947 -0.18158 5.03547
C9 2.65709 0.91929 6.02742
O3 1.50024 0.38955 4.00166
H17 4.31014 -1.12753 5.03527
H18 3.96786 0.03276 3.66517
H19 3.20613 -1.50999 3.68738
H20 1.87413 -0.97521 5.63541
H21 1.73424 1.26811 6.49088
H22 3.18387 1.71642 5.50284
H23 3.31534 0.48687 6.78096
H24 0.59424 0.43694 4.31554
C10 2.81460 -4.35676 4.99663
C11 1.79638 -5.09642 4.12502
C12 1.20031 -4.13439 3.14495
O4 2.55900 -6.03761 3.47198
H25 3.51824 -3.87117 4.32047
H26 3.31847 -5.03449 5.68576
H27 2.32613 -3.53920 5.52681
H28 1.09704 -5.54966 4.82758
H29 1.79646 -3.74278 2.32073
H30 0.71562 -3.32711 3.69401
H31 0.34479 -4.61290 2.66827
H32 2.80766 -6.76922 4.04163
C13 -0.73563 3.06620 -3.21094
C14 -1.48001 3.68146 -4.29887
C15 -1.49689 2.90580 -5.63921
O5 -2.83422 3.86538 -3.94217
H33 -1.07457 2.04887 -3.01533
H34 -0.67009 3.62442 -2.27703
H35 0.26366 2.88804 -3.60816
H36 -1.00701 4.65053 -4.45781
H37 -2.09048 1.99981 -5.51698
H38 -0.52210 2.57486 -5.99749
H39 -1.92292 3.49431 -6.45178
H40 -2.78981 4.51587 -3.23755
C16 -5.81165 -3.57651 -0.55902
C17 -4.42452 -3.83910 0.08334
C18 -3.66284 -2.53007 0.14668
O6 -4.67571 -4.36567 1.32720
H41 -6.27806 -2.73375 -0.04880
H42 -6.46905 -4.42702 -0.37860
H43 -5.74037 -3.34500 -1.62176
H44 -3.81850 -4.57906 -0.43944
H45 -3.51562 -2.13447 -0.85827
H46 -2.72375 -2.72437 0.66482
H47 -4.25448 -1.87284 0.78395
H48 -5.21946 -5.13949 1.16243
C19 2.82709 -1.11451 -5.11549
C20 1.34814 -0.96168 -4.64079
C21 0.70247 0.27220 -5.20378
O7 0.72149 -2.16516 -5.00016
H49 3.32478 -0.15425 -4.98020
H50 2.89227 -1.24620 -6.19554
H51 3.39765 -1.96810 -4.74950
H52 1.43044 -0.84717 -3.55995
H53 1.00354 1.17727 -4.67624
H54 -0.35738 0.18658 -4.96400
H55 1.00498 0.46713 -6.23265
H56 1.12087 -2.86427 -4.47733
C22 -2.72286 -1.18874 4.16276
C23 -2.05774 0.19583 4.33673
C24 -2.97348 1.12813 5.11302
O8 -0.91801 -0.00975 5.19151
H57 -1.99797 -1.90314 3.77254
H58 -3.55255 -1.01105 3.47854
H59 -3.15949 -1.62744 5.05998
H60 -1.71316 0.65622 3.41076
H61 -3.92862 1.13754 4.58794
H62 -2.48601 2.09975 5.03282
H63 -3.21944 0.88965 6.14778
H64 -1.27449 -0.44295 5.97052
C25 4.89228 -3.01433 -1.92592
C26 5.17402 -2.53433 -0.53490
C27 3.96476 -2.12853 0.36403
O9 5.75590 -3.59395 0.23643
H65 5.85221 -3.06006 -2.44024
H66 4.37177 -2.21188 -2.44865
H67 4.38160 -3.97289 -2.01799
H68 5.74559 -1.61407 -0.65551
H69 4.31191 -1.47719 1.16613
H70 3.37943 -2.96595 0.74378
H71 3.19919 -1.57106 -0.17563
H72 5.11037 -4.30183 0.29798
C28 0.23237 0.19227 -0.78582
C29 0.47703 0.17385 0.76847
C30 0.11477 -1.11154 1.43488
O10 1.79655 0.45239 1.04524
H73 0.49758 1.15122 -1.23099
H74 -0.83511 0.03181 -0.93692
H75 0.68383 -0.60634 -1.37447
H76 -0.03729 1.00995 1.24229
H77 -0.95178 -1.31272 1.33441
H78 0.39787 -1.20614 2.48322
H79 0.64110 -1.92468 0.93501
H80 1.92679 0.47792 1.99602
C31 -6.12886 -0.06168 -3.44614
C32 -4.71001 0.46961 -3.56210
C33 -3.71649 -0.50353 -4.19250
O11 -3.47238 -1.53741 -3.27621
C34 -2.23767 -2.25795 -3.40700
N1 -4.78282 1.68991 -4.33633
H81 -6.18508 -1.12215 -3.20051
H82 -6.67997 -0.00176 -4.38464
H83 -6.68935 0.38963 -2.62744
H84 -4.23648 0.67588 -2.60224
H85 -2.75864 -0.01768 -4.37842
H86 -4.03905 -1.08750 -5.05451
H87 -2.23373 -3.27712 -3.02051
H88 -1.50061 -1.69940 -2.83006
H89 -1.86899 -2.30452 -4.43170
H90 -5.43461 2.40954 -4.05811
H91 -3.90103 2.16396 -4.20282
C35 -3.31991 0.79840 0.32727
C36 -3.04105 2.29214 0.48442
C37 -3.93914 3.14643 -0.37501
O12 -5.32812 2.98637 -0.10065
C38 -6.16676 3.48175 -1.15632
N2 -3.22795 2.68158 1.92901
H92 -3.20584 0.46412 -0.70392
H93 -4.32071 0.51066 0.64933
H94 -2.66969 0.19338 0.95914
H95 -2.01233 2.47524 0.17409
H96 -3.70042 2.87367 -1.40297
H97 -3.65946 4.19850 -0.31986
H98 -7.19246 3.50189 -0.78803
H99 -6.08907 2.96960 -2.11537
H100 -5.91041 4.50741 -1.42164
H101 -3.67665 3.57681 2.06065
H102 -4.02907 2.12139 2.18293

Computed properties:
- Orbital gap: 9.48 eV
- SMILES: COC[C@H](C)N.COC[C@H](C)N.CC(C)O.CC(C)O.CC(C)O.CC(C)O.CC(C)O.CC(C)O.CC(C)O.CC(C)O.CC(C)O.CC(C)O

Here are the Löwdin charges for atoms 1 to 4, given in e: number 1, C, carries -0.0433; number 2, C, carries -0.4805; number 3, C, carries -0.0702; number 4, O, carries -0.0593


In the order shown, the computed ΔE to the lowest compared entry with this formula, charge and spin values come out to 1.7552; 2.0080 eV.